Below is a gas-phase ion, C4H9N2O (charge +1), with properties calculated with ωB97M-V/def2-TZVPD.

Values from the calculation:
SMILES: C[NH2+]/C=C\NC=O
DFT total energy: -9314.877 eV
ΔE to the lowest compared entry with this formula, charge and spin: 26.3 kcal/mol
LUMO level: -3.48 eV
Gap between HOMO and LUMO: 10.82 eV
Total charge: +1

XYZ file:
```
16
C4H9N2O | the Open Molecules 2025 dataset | ωB97M-V/def2-TZVPD
C -0.833 -1.375 0.156
C 0.441 -1.018 0.023
C -2.096 0.740 -0.047
C 2.150 0.724 0.221
N -1.974 -0.599 -0.042
N 0.873 0.297 -0.388
O -1.219 1.564 0.154
H -1.051 -2.396 0.431
H 1.225 -1.729 0.228
H -3.127 1.071 -0.224
H 2.966 0.070 -0.082
H 2.375 1.741 -0.092
H 2.061 0.702 1.304
H -2.833 -1.130 -0.125
H 0.974 0.335 -1.408
H 0.070 1.003 -0.108
```

=====

Below is a single C19H28N8O2 molecule, with properties calculated with ωB97M-V/def2-TZVPD.

Values from the calculation:
SMILES: Cc1cncc(C(=O)N[C@@H](C)CCNC(=O)[C@@H]2CCCN2Cc2nnn(C)n2)c1
DFT total energy: -36173.224 eV
ΔE to the lowest compared entry with this formula, charge and spin: 25.7 kcal/mol
LUMO level: 0.57 eV
Gap between HOMO and LUMO: 9.83 eV

XYZ file:
```
57
C19H28N8O2 | the Open Molecules 2025 dataset | ωB97M-V/def2-TZVPD
C 1.229 -2.368 -3.783
C 0.992 -0.886 -3.692
C 1.681 0.004 -4.514
N 1.527 1.323 -4.489
C 0.661 1.822 -3.611
C -0.076 1.039 -2.735
C -0.954 1.735 -1.739
O -0.800 2.921 -1.472
N -1.912 0.986 -1.156
C -2.689 1.476 -0.021
C -3.826 2.376 -0.487
C -3.205 0.283 0.777
C -2.132 -0.576 1.440
N -1.278 -1.271 0.448
C -0.704 -2.496 0.939
O -0.936 -3.542 0.399
C 0.297 -2.430 2.096
C -0.343 -2.610 3.499
C 0.008 -1.323 4.257
C 1.268 -0.847 3.549
N 0.974 -1.143 2.150
C 2.110 -1.047 1.250
C 2.463 0.371 0.960
N 3.371 1.089 1.649
N 3.381 2.275 1.105
N 2.505 2.246 0.129
C 2.301 3.368 -0.771
N 1.901 1.082 -0.005
C 0.097 -0.339 -2.789
H 0.921 -2.755 -4.755
H 2.286 -2.606 -3.656
H 0.666 -2.901 -3.017
H 2.403 -0.378 -5.231
H 0.538 2.898 -3.591
H -1.968 0.002 -1.357
H -2.009 2.068 0.600
H -4.364 2.786 0.369
H -3.431 3.201 -1.078
H -4.529 1.809 -1.101
H -3.863 0.667 1.560
H -3.819 -0.349 0.128
H -1.529 0.034 2.119
H -2.637 -1.334 2.042
H -0.482 -0.652 0.290
H 0.992 -3.259 1.915
H -1.412 -2.813 3.456
H 0.121 -3.468 3.983
H -0.779 -0.576 4.147
H 0.159 -1.500 5.320
H 1.479 0.213 3.684
H 2.147 -1.412 3.899
H 2.998 -1.552 1.660
H 1.856 -1.534 0.306
H 2.774 3.145 -1.726
H 1.234 3.522 -0.919
H 2.773 4.230 -0.311
H -0.434 -1.006 -2.117
```

=====

Below is a molecular structure, C16H9I2N2O5Ti, with properties calculated with ωB97M-V/def2-TZVPD.

Values from the calculation:
DFT total energy: -69247.446 eV
ΔE to the lowest compared entry with this formula, charge and spin: 0.0 kcal/mol
LUMO level: -11.83 eV
Gap between HOMO and LUMO: 4.78 eV
Total charge: +3

XYZ file:
```
35
C16H9I2N2O5Ti | the Open Molecules 2025 dataset | ωB97M-V/def2-TZVPD
Ti -0.024 0.359 0.939
O -3.469 2.349 -0.240
C -2.273 1.988 0.009
O -1.950 0.911 0.566
C -1.171 2.901 -0.419
C -1.232 4.147 -1.023
C -0.018 4.775 -1.300
C 1.198 4.166 -0.977
C 1.150 2.917 -0.377
N -0.013 2.328 -0.119
C 2.247 2.008 0.103
O 3.496 2.239 -0.001
O 1.884 0.934 0.640
H -4.155 1.717 0.060
H -2.177 4.614 -1.271
H -0.016 5.751 -1.771
H 2.127 4.676 -1.199
H 3.755 3.069 -0.439
I 0.106 -4.615 -0.157
C 0.060 -3.599 1.612
C 0.073 -4.307 2.850
C 0.047 -3.689 4.075
I 0.074 -4.829 5.786
C 0.006 -2.249 4.141
C -0.022 -1.466 5.298
C -0.061 -0.072 5.218
C -0.072 0.545 3.991
N -0.046 -0.174 2.839
C -0.008 -1.554 2.922
C 0.019 -2.234 1.705
O -0.001 -1.338 0.631
H 0.106 -5.387 2.800
H -0.013 -1.951 6.268
H -0.083 0.531 6.114
H -0.100 1.624 3.900
```

=====

Below is 4 unconnected molecules or ions with the total composition C12H33O13P3, with properties calculated with ωB97M-V/def2-TZVPD.

Values from the calculation:
SMILES: COP(=O)(OC)OC.COP(=O)(OC)OC.COP(=O)(OC)OC.CC(C)=O
DFT total energy: -67460.031 eV
ΔE to the lowest compared entry with this formula, charge and spin: 36.7 kcal/mol
LUMO level: 0.55 eV
Gap between HOMO and LUMO: 9.73 eV

XYZ file:
```
61
C12H33O13P3 | the Open Molecules 2025 dataset | ωB97M-V/def2-TZVPD
C 5.374 -21.323 41.433
C 6.466 -21.581 40.425
O 7.624 -21.409 40.768
C 6.094 -21.940 39.022
H 4.338 -21.718 41.218
H 5.499 -20.295 41.858
H 5.304 -22.087 42.313
H 6.869 -22.271 38.527
H 5.762 -21.005 38.556
H 5.376 -22.697 39.314
C 9.767 -24.147 43.596
O 9.002 -23.797 42.607
P 8.022 -24.791 41.717
O 8.351 -26.202 42.001
O 6.489 -24.646 41.997
C 5.746 -25.582 42.705
O 8.341 -24.460 40.229
C 9.369 -25.085 39.433
H 10.354 -23.383 44.030
H 10.550 -24.747 43.231
H 9.059 -24.701 44.317
H 4.743 -25.044 42.946
H 6.211 -26.080 43.645
H 5.552 -26.406 42.199
H 10.324 -24.528 39.520
H 9.143 -25.089 38.540
H 9.698 -25.906 39.743
C 7.433 -21.587 45.244
O 6.937 -20.615 44.206
P 7.185 -19.027 44.183
O 7.044 -18.499 45.573
O 8.780 -19.081 44.072
C 9.377 -19.540 42.913
O 6.715 -18.093 43.079
C 6.594 -16.564 43.231
H 6.630 -22.464 45.211
H 7.591 -20.990 46.180
H 8.175 -22.114 45.010
H 10.441 -19.300 42.691
H 8.701 -19.272 42.015
H 9.380 -20.684 42.850
H 7.245 -16.355 43.974
H 5.816 -16.283 43.724
H 6.856 -15.947 42.423
C 3.755 -22.087 44.730
O 2.742 -21.244 44.183
P 2.943 -19.641 43.724
O 4.337 -19.157 43.854
O 2.441 -19.368 42.253
C 2.915 -18.238 41.576
O 2.088 -18.607 44.682
C 1.140 -18.930 45.621
H 3.110 -22.871 45.083
H 4.254 -21.471 45.348
H 4.135 -22.469 43.748
H 3.451 -18.598 40.762
H 3.570 -17.596 42.194
H 2.024 -17.839 41.270
H 1.040 -18.305 46.481
H 1.531 -19.840 46.117
H 0.027 -18.942 45.181
```

=====

Number 1: HOMO level -14.31 eV. Number 2: HOMO level -9.26 eV. Number 3: HOMO level -16.61 eV. Number 4: HOMO level -9.18 eV.